Record 1
Entry from OMol25: a molecular structure, C45H54AsN5OPSZn (ωB97M-V/def2-TZVPD).

Geometry as XYZ:
```
109
Properties=species:S:1:pos:R:3:forces:R:3
Zn 1.016 1.774 1.928 0.2 0.3 0.4
C -0.430 -5.863 -8.574 0.0 0.0 0.0
O 0.658 -5.731 -7.676 0.0 0.0 0.0
C 0.457 -5.027 -6.538 0.0 0.0 0.0
C 1.526 -5.003 -5.640 0.0 0.0 0.0
C 1.419 -4.316 -4.453 0.0 0.0 0.0
C 0.245 -3.631 -4.126 0.0 -0.1 0.0
C -0.806 -3.649 -5.032 0.1 0.1 0.0
C -0.712 -4.339 -6.235 0.0 0.0 0.0
C 0.164 -2.944 -2.835 0.0 0.0 0.0
N 1.157 -2.809 -1.986 0.0 0.1 -0.1
C 0.655 -2.086 -0.933 0.0 0.0 0.0
C -0.656 -1.768 -1.156 -0.1 -0.5 0.3
N -0.978 -2.363 -2.357 0.1 0.3 -0.1
C -1.570 -1.258 -0.101 0.0 0.1 -0.1
C -3.028 -1.266 -0.394 0.0 0.0 0.0
C -3.831 -0.314 0.078 0.0 0.0 0.0
C -3.274 0.874 0.730 0.1 0.0 0.0
N -2.036 1.123 0.905 0.0 0.0 -0.1
C -1.082 0.109 0.596 0.0 0.1 -0.2
C 0.919 -0.593 1.098 0.0 0.0 0.2
N 1.870 -0.038 1.985 -0.1 -0.2 0.1
C 3.000 -0.702 2.275 0.0 0.0 0.0
C 3.377 -1.869 1.675 0.0 0.0 0.0
C 2.580 -2.328 0.597 0.0 0.0 0.0
C 1.414 -1.719 0.259 0.0 0.0 0.0
H -0.091 -6.527 -9.363 0.0 0.0 0.0
H -0.704 -4.897 -9.008 0.0 0.0 0.0
H -1.300 -6.301 -8.078 0.0 0.0 0.0
H 2.431 -5.535 -5.900 0.0 0.0 0.0
H 2.244 -4.294 -3.753 0.0 0.0 0.0
H -1.721 -3.104 -4.834 0.0 0.0 0.0
H -1.546 -4.323 -6.922 0.0 0.0 0.0
H -1.839 -2.262 -2.865 0.0 0.0 0.0
H -3.439 -2.116 -0.929 0.0 0.0 0.0
H -4.903 -0.359 -0.062 0.0 0.0 0.0
H -3.977 1.652 1.024 0.0 0.0 0.0
H 3.647 -0.223 3.001 0.0 0.0 0.0
H 4.294 -2.363 1.954 0.0 0.0 0.0
H 2.915 -3.153 -0.020 0.0 0.0 0.0
C 1.014 2.203 6.099 0.0 0.0 0.0
C 0.530 0.908 5.437 0.0 0.0 0.0
C 1.702 -0.052 5.264 0.0 0.0 0.0
P -0.333 1.261 3.839 0.0 -0.3 -0.1
C -1.781 2.270 4.415 0.0 0.0 0.0
C -2.906 1.502 5.100 0.0 0.0 0.0
C -2.337 3.211 3.350 -0.1 0.0 0.0
C -0.845 -0.368 3.190 0.0 0.0 0.0
C -1.626 -1.174 3.924 0.0 0.1 0.0
C -2.419 -2.292 3.387 0.0 0.1 0.0
C -3.365 -2.972 4.331 0.0 0.0 0.0
C -2.326 -2.588 2.092 0.0 0.0 0.0
C -1.242 -2.011 1.250 0.1 0.0 0.1
C -0.570 -0.736 1.761 0.1 -0.1 -0.1
N 0.293 0.621 0.246 -0.4 0.1 0.0
C 0.760 0.879 -1.123 0.0 -0.1 0.1
C -0.104 1.110 -2.215 0.1 0.0 0.0
C -1.565 1.456 -2.124 0.0 0.0 0.1
C 0.402 1.063 -3.508 0.0 0.0 0.0
C 1.740 0.840 -3.787 0.0 0.0 0.0
C 2.246 0.736 -5.197 0.0 0.0 0.0
C 2.590 0.801 -2.701 0.0 0.0 0.0
C 2.145 0.857 -1.381 0.0 0.0 0.0
C 3.241 0.980 -0.355 0.0 0.0 0.0
H 1.677 1.956 6.928 0.0 0.0 0.0
H 0.205 2.809 6.504 0.0 0.0 0.0
H 1.582 2.816 5.395 0.0 0.0 0.0
H -0.220 0.434 6.079 0.0 0.0 0.0
H 2.528 0.449 4.760 0.0 0.0 0.0
H 1.441 -0.939 4.688 0.0 0.0 0.0
H 2.056 -0.368 6.246 0.0 0.0 0.0
H -1.296 2.900 5.166 0.0 0.0 0.0
H -3.399 0.824 4.402 0.0 0.0 0.0
H -3.655 2.210 5.461 0.0 0.0 0.0
H -2.563 0.927 5.961 0.0 0.0 0.0
H -3.034 2.692 2.697 0.0 0.0 0.0
H -1.546 3.632 2.733 0.1 0.1 -0.1
H -2.872 4.030 3.833 0.0 0.0 0.0
H -1.803 -0.936 4.967 0.0 0.0 0.0
H -3.964 -2.244 4.882 0.0 0.0 0.0
H -2.814 -3.559 5.069 0.0 0.0 0.0
H -4.037 -3.643 3.800 0.0 0.0 0.0
H -2.968 -3.345 1.653 0.0 -0.1 0.0
H -0.508 -2.806 1.084 0.0 0.0 -0.1
H -1.784 2.108 -1.286 -0.1 0.0 0.1
H -2.206 0.580 -2.050 -0.1 -0.1 0.1
H -1.854 1.982 -3.033 0.0 0.0 0.0
H -0.292 1.212 -4.329 0.0 0.0 0.0
H 1.545 0.185 -5.824 0.0 0.0 0.0
H 3.206 0.222 -5.231 0.0 0.0 0.0
H 2.380 1.724 -5.642 0.0 0.0 0.0
H 3.659 0.731 -2.868 0.0 0.0 0.0
H 4.112 1.425 -0.838 0.0 0.0 0.0
H 3.552 0.024 0.060 0.0 0.0 0.0
H 2.970 1.630 0.478 0.1 0.0 -0.1
C -0.528 4.567 0.016 0.0 0.0 0.0
As 1.350 4.820 0.324 0.0 0.0 -0.1
C 1.638 6.707 0.512 0.0 0.0 0.0
C 2.281 4.250 -1.254 0.0 0.0 0.0
S 2.041 3.865 2.101 -0.1 0.0 -0.2
H -0.772 4.891 -0.995 0.0 0.0 0.0
H -1.078 5.164 0.742 0.0 0.0 0.0
H -0.784 3.514 0.145 0.0 0.0 0.0
H 1.407 7.208 -0.427 0.0 0.0 0.0
H 2.678 6.878 0.781 0.0 0.0 0.0
H 0.993 7.080 1.305 0.0 0.0 0.0
H 2.139 4.994 -2.037 0.0 0.0 0.0
H 1.889 3.286 -1.577 0.0 0.0 0.0
H 3.338 4.155 -1.011 0.0 0.0 0.0
```
Forces are in eV/Å.

Its energy above the lowest of the compared OMol25 structures with the same formula, charge and spin is 3.4 kcal/mol. Its net charge is +1. As for the LUMO energy: -2.3566 eV. The value obtained for the HOMO-LUMO gap is 6.308 eV. The total energy comes out at -6850.61334 hartree.


Record 2
Entry from OMol25: a gas-phase ion, C4H8NO2 (charge -1) (ωB97M-V/def2-TZVPD).

Geometry as XYZ:
```
15
Properties=species:S:1:pos:R:3:forces:R:3
C 0.987 0.870 1.819 4.4 -0.7 -0.1
C 0.168 0.633 0.595 0.9 0.2 -3.6
C -0.371 -0.876 0.174 -0.1 1.4 -0.7
N -0.314 -1.096 -1.308 -0.2 -0.3 2.1
C -1.169 -0.421 -2.277 2.1 -0.4 -0.1
O -0.800 -0.668 -3.455 -0.7 0.3 0.3
O -2.028 0.314 -1.794 -1.1 0.4 0.1
H 1.820 0.053 2.027 -2.2 0.8 -0.3
H 1.771 1.724 1.868 -1.8 -0.5 -0.8
H 0.369 1.011 2.618 -1.3 0.0 2.8
H 0.901 0.977 -0.222 -1.2 -1.0 0.5
H -0.676 1.377 0.397 0.9 -1.1 0.8
H 0.125 -1.772 0.637 0.1 1.2 -0.1
H -1.417 -0.895 0.545 0.5 -0.1 -0.6
H 0.634 -1.233 -1.621 -0.1 -0.1 -0.3
```
Forces are in eV/Å.

Its energy above the lowest of the compared OMol25 structures with the same formula, charge and spin is 30.7 kcal/mol. Its net charge is -1. As for the LUMO energy: 3.6907 eV. The structure (SMILES) is CCCNC(=O)[O-]. The value obtained for the HOMO-LUMO gap is 7.589 eV. The total energy comes out at -362.47538 hartree.


Record 3
Entry from OMol25: a molecular structure, C25H19Cl2N4NaS (ωB97M-V/def2-TZVPD).

Geometry as XYZ:
```
52
Properties=species:S:1:pos:R:3:forces:R:3
Na 0.914 -0.301 -0.192 0.2 -0.1 0.1
C -0.723 2.798 -0.928 -0.1 -0.1 -0.1
N 0.509 2.058 -0.780 0.1 -0.2 0.1
C 1.581 2.536 -1.282 0.0 0.1 0.0
C 2.852 1.864 -1.269 -0.1 0.2 0.0
C 4.043 2.326 -1.848 0.0 0.0 0.0
C 4.991 1.324 -1.607 0.0 0.1 -0.1
C 4.306 0.322 -0.907 0.0 0.0 0.1
N 3.021 0.640 -0.689 0.3 0.0 -0.1
C -1.472 2.341 -2.163 -0.1 -0.1 0.0
C -1.671 0.972 -2.379 0.0 0.1 0.0
C -2.362 0.542 -3.499 0.0 0.0 0.0
C -2.862 1.461 -4.417 0.0 0.0 0.0
C -2.666 2.816 -4.210 0.0 0.0 0.0
C -1.971 3.251 -3.086 0.0 0.0 0.0
H -0.567 3.888 -0.940 0.0 0.0 -0.2
H -1.360 2.576 -0.064 0.1 0.1 0.1
H 1.575 3.528 -1.768 0.0 0.0 0.0
H 4.176 3.260 -2.377 0.0 0.0 0.0
H 6.028 1.310 -1.912 0.0 0.0 0.0
H 4.700 -0.625 -0.559 0.0 0.0 0.0
H -1.286 0.219 -1.693 0.0 -0.1 0.0
H -2.499 -0.522 -3.643 0.0 0.0 0.0
H -3.398 1.115 -5.294 0.0 0.0 0.0
H -3.044 3.539 -4.925 0.0 0.0 0.0
H -1.808 4.312 -2.926 0.0 0.0 0.0
S 2.019 -0.080 4.593 0.0 0.0 0.0
C 2.137 0.120 2.866 0.0 0.1 -0.2
N 1.066 0.469 2.254 0.0 -0.1 0.2
C 0.015 0.587 3.148 0.0 0.0 -0.1
C -1.298 0.893 2.784 0.0 0.0 0.1
C -2.253 0.975 3.775 0.0 0.0 0.0
C -1.915 0.750 5.117 0.0 0.0 0.0
C -0.625 0.428 5.487 0.0 0.0 0.0
C 0.343 0.341 4.488 -0.1 0.0 0.0
H 3.070 -0.049 2.347 0.1 0.0 0.0
H -1.541 1.029 1.739 0.0 0.0 0.0
H -3.279 1.196 3.513 0.0 0.0 0.0
H -2.686 0.812 5.876 0.0 0.0 0.0
H -0.375 0.233 6.523 0.0 0.0 0.0
Cl 1.715 -2.801 1.365 -0.2 -0.2 -0.1
C 0.461 -3.853 0.615 0.1 0.3 0.0
C 0.430 -5.150 1.033 0.0 -0.1 0.0
C -0.517 -6.055 0.522 0.1 0.1 0.0
C -1.412 -5.542 -0.431 -0.1 -0.1 -0.1
C -1.369 -4.241 -0.839 -0.1 0.2 -0.1
Cl -2.577 -3.738 -2.049 0.0 0.0 0.1
C -0.439 -3.158 -0.378 0.0 -0.5 0.2
N -0.410 -1.958 -0.738 -0.2 0.4 -0.1
H 1.155 -5.478 1.772 0.0 0.0 0.0
H -0.554 -7.088 0.842 0.0 0.0 0.0
H -2.168 -6.190 -0.868 0.0 0.0 0.0
```
Forces are in eV/Å.

Its energy above the lowest of the compared OMol25 structures with the same formula, charge and spin is 0.0 kcal/mol. Its net charge is -2. As for the LUMO energy: 3.8585 eV. The value obtained for the HOMO-LUMO gap is 2.980 eV. The total energy comes out at -2663.96485 hartree.


Record 4
Entry from OMol25: 6 unconnected molecules or ions with the total composition C40H39N2 (ωB97M-V/def2-TZVPD).

Geometry as XYZ:
```
81
Properties=species:S:1:pos:R:3:forces:R:3
C 3.174 4.306 1.135 -0.3 0.2 0.1
C 2.617 5.577 1.189 0.2 -0.2 0.0
C 1.287 5.723 1.509 0.4 0.4 -0.2
N 0.513 4.656 1.771 -0.1 0.2 0.0
C -0.896 4.887 2.131 0.5 0.1 0.0
C -1.834 3.933 1.813 -0.3 -0.4 -0.1
C -3.155 4.183 2.163 0.2 0.6 0.3
C -3.425 5.391 2.795 -0.1 -0.4 -0.2
C -2.387 6.274 3.039 0.0 0.5 0.2
N -1.109 6.046 2.722 -0.5 -0.5 -0.2
C 1.036 3.419 1.712 0.0 -0.6 0.0
C 2.353 3.212 1.394 0.6 0.2 -0.2
H 4.223 4.183 0.903 0.0 -0.1 0.0
H 3.213 6.455 0.990 -0.1 0.0 0.0
H 0.845 6.706 1.553 -0.3 -0.2 0.1
H -1.564 3.029 1.286 -0.1 0.0 0.0
H -3.950 3.482 1.954 0.1 -0.1 -0.1
H -4.431 5.655 3.089 0.0 0.0 0.0
H -2.599 7.220 3.521 0.1 0.0 0.0
H 0.401 2.574 1.930 -0.2 0.2 0.1
H 2.775 2.219 1.344 -0.3 -0.1 0.1
C 4.066 -3.064 2.038 0.0 0.0 0.0
C 3.977 -2.083 1.060 0.0 0.0 0.0
C 3.044 -1.064 1.189 0.0 0.1 0.0
C 2.207 -1.024 2.297 0.0 0.0 0.0
C 2.298 -2.005 3.275 0.0 0.0 0.1
C 3.227 -3.027 3.143 0.0 0.0 0.0
H 4.793 -3.859 1.936 0.0 0.0 0.0
H 4.634 -2.115 0.200 0.0 0.0 0.0
H 2.968 -0.303 0.421 0.0 0.0 0.0
H 1.477 -0.229 2.399 0.0 0.0 0.0
H 1.645 -1.975 4.138 0.0 0.0 0.0
H 3.296 -3.795 3.902 0.0 0.0 0.0
C 0.023 -6.046 5.108 0.0 0.0 0.0
C -0.069 -5.064 4.131 0.0 0.0 0.0
C -1.004 -4.045 4.257 0.0 0.0 0.0
C -1.843 -4.005 5.362 0.0 0.0 0.0
C -1.749 -4.986 6.340 0.0 0.0 0.0
C -0.818 -6.007 6.212 0.0 0.0 0.0
H 0.750 -6.842 5.009 0.0 0.0 0.0
H 0.587 -5.092 3.270 0.0 0.0 0.0
H -1.080 -3.283 3.491 0.0 0.0 0.0
H -2.573 -3.211 5.461 0.0 0.0 0.0
H -2.404 -4.956 7.201 0.0 0.0 0.0
H -0.748 -6.774 6.972 0.0 0.0 0.0
C -3.669 2.475 -2.704 0.0 0.0 0.0
C -2.736 3.081 -1.874 0.0 0.0 0.0
C -1.505 2.476 -1.660 0.0 0.0 0.1
C -1.202 1.269 -2.275 0.0 0.0 0.0
C -2.136 0.665 -3.105 0.0 0.0 0.0
C -3.369 1.266 -3.318 0.0 0.0 0.0
H -4.629 2.944 -2.873 0.0 0.0 0.0
H -2.967 4.027 -1.399 0.0 0.0 0.0
H -0.773 2.950 -1.014 0.0 0.0 -0.1
H -0.240 0.799 -2.110 0.0 0.0 0.0
H -1.902 -0.275 -3.587 0.0 0.0 0.0
H -4.098 0.794 -3.963 0.0 0.0 0.0
C 8.023 -5.471 -2.077 0.0 0.0 0.0
C 6.828 -5.513 -2.784 0.0 0.0 0.0
C 5.620 -5.374 -2.115 0.0 0.0 0.0
C 5.607 -5.189 -0.739 0.0 0.0 0.0
C 6.801 -5.146 -0.033 0.0 0.0 0.0
C 8.009 -5.288 -0.701 0.0 0.0 0.0
H 8.964 -5.584 -2.598 0.0 0.0 0.0
H 6.840 -5.657 -3.856 0.0 0.0 0.0
H 4.689 -5.412 -2.665 0.0 0.0 0.0
H 4.663 -5.080 -0.218 0.0 0.0 0.0
H 6.793 -5.004 1.041 0.0 0.0 0.0
H 8.940 -5.260 -0.150 0.0 0.0 0.0
C -7.594 2.871 -7.046 0.0 0.0 0.0
C -6.662 3.477 -6.216 0.0 0.0 0.0
C -5.431 2.873 -5.997 0.0 0.0 0.0
C -5.130 1.666 -6.614 0.0 0.0 0.0
C -6.062 1.062 -7.447 0.0 0.0 0.0
C -7.295 1.663 -7.661 0.0 0.0 0.0
H -8.554 3.341 -7.217 0.0 0.0 0.0
H -6.895 4.421 -5.740 0.0 0.0 0.0
H -4.704 3.345 -5.348 0.0 0.0 0.0
H -4.168 1.199 -6.449 0.0 0.0 0.0
H -5.827 0.123 -7.931 0.0 0.0 0.0
H -8.022 1.190 -8.309 0.0 0.0 0.0
```
Forces are in eV/Å.

Its energy above the lowest of the compared OMol25 structures with the same formula, charge and spin is 21.5 kcal/mol. Its net charge is +1. As for the LUMO energy: -4.3891 eV. The value obtained for the HOMO-LUMO gap is 6.352 eV. The total energy comes out at -1656.89335 hartree.


Repeat the second record exactly.
Entry from OMol25: a gas-phase ion, C4H8NO2 (charge -1) (ωB97M-V/def2-TZVPD).

Geometry as XYZ:
```
15
Properties=species:S:1:pos:R:3:forces:R:3
C 0.987 0.870 1.819 4.4 -0.7 -0.1
C 0.168 0.633 0.595 0.9 0.2 -3.6
C -0.371 -0.876 0.174 -0.1 1.4 -0.7
N -0.314 -1.096 -1.308 -0.2 -0.3 2.1
C -1.169 -0.421 -2.277 2.1 -0.4 -0.1
O -0.800 -0.668 -3.455 -0.7 0.3 0.3
O -2.028 0.314 -1.794 -1.1 0.4 0.1
H 1.820 0.053 2.027 -2.2 0.8 -0.3
H 1.771 1.724 1.868 -1.8 -0.5 -0.8
H 0.369 1.011 2.618 -1.3 0.0 2.8
H 0.901 0.977 -0.222 -1.2 -1.0 0.5
H -0.676 1.377 0.397 0.9 -1.1 0.8
H 0.125 -1.772 0.637 0.1 1.2 -0.1
H -1.417 -0.895 0.545 0.5 -0.1 -0.6
H 0.634 -1.233 -1.621 -0.1 -0.1 -0.3
```
Forces are in eV/Å.

Its energy above the lowest of the compared OMol25 structures with the same formula, charge and spin is 30.7 kcal/mol. Its net charge is -1. As for the LUMO energy: 3.6907 eV. The structure (SMILES) is CCCNC(=O)[O-]. The value obtained for the HOMO-LUMO gap is 7.589 eV. The total energy comes out at -362.47538 hartree.